Molecular formula: C7H13NO
Method: DFT, ωB97M-V/def2-TZVPD

Computed properties:
energy above the lowest of the compared OMol25 structures with the same formula, charge and spin = 872.4 kJ/mol
structure (SMILES) = C[C@@H]1O[C@H]2C[C@]2(N)[C@H]1C
calculated total energy = -10998.711 eV
molar mass = 127.19 g mol⁻¹

Last column: Mulliken charge in e.
Positions of all 22 atoms, in Å:
O -1.1832 1.0047 0.4222  -0.4260
N -0.9380 -1.6109 0.6695  -0.7285
C 0.2866 -0.7507 0.9098  0.7382
C 0.7888 -0.2139 -0.5402  -0.1796
C 0.8792 -1.5761 -1.5247  -1.2417
C -0.4847 0.8392 -0.9183  0.3348
C 0.0089 0.7475 1.1664  -0.8162
C -0.0852 2.1508 -1.5199  -1.1343
C 0.6151 -0.3937 2.1241  -0.5925
H -1.1165 -1.1130 -0.3194  0.3529
H 0.7769 1.3127 1.0798  0.5607
H 0.6160 2.8584 -0.8763  0.2198
H 1.7852 0.2730 -0.3976  0.3680
H 1.6681 -0.2777 2.3649  0.2261
H -0.5889 -2.6055 0.5767  0.2850
H -1.3811 0.4963 -1.6421  0.1520
H 0.1926 -1.0504 3.0075  0.2716
H -0.0676 -2.1795 -1.6283  0.3449
H 0.4709 1.9524 -2.5835  0.2831
H -0.9905 2.6611 -2.0261  0.3227
H 1.3415 -2.4500 -1.0937  0.4258
H 1.2718 -1.4581 -2.7088  0.2331